(1)
C11H9ClNO3 | ωB97M-V/def2-TZVPD

Each line ends with the Löwdin charge.
Positions of all 25 atoms, in Å:
H1 -1.756 0.178 1.404  0.119
C1 -0.537 -3.277 -2.496  -0.168
H2 -0.975 4.996 0.613  0.092
H3 0.582 4.978 1.493  0.084
Cl1 -0.304 -5.918 -1.979  0.580
O1 -2.718 2.848 1.475  0.081
H4 1.689 -4.727 -0.342  0.084
H5 0.962 0.200 1.323  0.105
C2 -0.197 -1.952 -2.327  -0.056
N1 -0.410 3.179 1.444  -0.040
C3 1.173 -3.940 -0.886  -0.169
C4 0.135 -4.282 -1.773  -0.772
C5 -0.444 4.615 1.490  -0.027
C6 -1.074 1.015 1.406  0.045
H6 -1.329 -3.558 -3.185  0.084
C7 1.529 -2.619 -0.707  -0.059
C8 0.769 2.413 1.462  -0.372
C9 0.268 1.015 1.363  0.042
C10 0.760 -1.529 -1.305  -0.482
H7 2.340 -2.344 -0.037  0.085
H8 -0.967 4.958 2.388  0.090
H9 -0.700 -1.168 -2.888  0.086
O2 1.908 2.848 1.549  0.095
O3 0.872 -0.333 -0.930  -0.125
C11 -1.578 2.404 1.445  -0.404

Results
HOMO level = -3.1 eV
net charge = -1
frontier orbital gap = 5.276 eV
calculated total energy = -1165.30046 Ha

(2)
C4H10N2O | ωB97M-V/def2-TZVPD

Each line ends with the Löwdin charge.
Positions of all 17 atoms, in Å:
H1 -0.138 0.192 1.945  0.057
H2 -1.777 1.216 -0.573  0.123
H3 -1.803 -1.569 -1.294  0.078
H4 3.023 -0.628 0.780  0.071
H5 1.832 1.480 -0.030  0.089
H6 2.031 -1.011 -0.625  0.063
N1 -0.153 0.288 -1.600  -0.046
C1 0.268 0.935 1.273  -0.047
O1 0.021 1.307 -2.214  -0.014
H7 -0.107 1.940 1.395  0.054
N2 -1.282 0.325 -0.622  -0.123
C2 1.996 -0.672 0.412  -0.121
H8 -1.639 -1.410 0.457  0.066
C3 -1.996 -0.907 -0.444  -0.118
H9 1.451 -1.416 0.992  0.070
H10 -3.072 -0.740 -0.350  0.082
C4 1.345 0.671 0.500  -0.284

Results
HOMO level (alpha / beta) = -8.4 / -8.4 eV
SMILES = CNN=O.C=CC
frontier orbital gap (alpha / beta) = 8.629 / 8.629 eV
calculated total energy = -343.00936 Ha
relative energy (zero: lowest compared OMol25 entry of this formula, charge and spin) = 120.54 kcal per mole

(3)
C9H9N3 | ωB97M-V/def2-TZVPD

Each line ends with the Löwdin charge.
Positions of all 21 atoms, in Å:
H1 0.849 -1.506 -2.066  0.102
C1 0.768 -0.165 -0.191  -0.550
H2 2.265 1.280 0.267  0.041
C2 -2.919 1.415 0.856  -0.068
N1 -1.234 2.819 1.258  0.053
H3 -0.405 -0.134 -2.098  0.079
H4 1.961 -1.883 0.147  0.116
C3 -2.633 -1.132 0.512  -0.240
H5 2.944 0.060 -0.871  0.119
C4 -0.410 1.943 0.739  -0.056
C5 -2.476 0.238 0.604  0.004
H6 0.312 -1.817 0.967  0.113
H7 1.680 -0.828 1.591  0.047
H8 1.949 1.589 -1.247  0.054
N2 -2.517 2.558 1.253  0.027
N3 -2.610 -2.294 0.446  0.181
C6 0.125 -0.860 -1.471  -0.054
C7 1.270 -1.207 0.748  -0.060
C8 2.054 0.764 -0.613  -0.020
H9 -0.708 -1.588 -1.243  0.063
C9 -0.264 0.748 0.414  0.051

Results
HOMO level = -9.5 eV
SMILES = CC(C)(C)C#C/N=N\C#CC#N
frontier orbital gap = 7.466 eV
calculated total energy = -512.31605 Ha
relative energy (zero: lowest compared OMol25 entry of this formula, charge and spin) = 212.56 kcal per mole

(4)
C6H12 | ωB97M-V/def2-TZVPD

Each line ends with the Löwdin charge.
Positions of all 18 atoms, in Å:
C1 -0.100 1.300 0.173  -0.152
C2 1.581 -0.345 1.057  -0.097
C3 -1.464 0.555 0.335  -0.186
H1 -1.839 -1.559 -0.122  0.089
H2 2.377 0.379 1.288  0.081
H3 1.786 -0.045 -0.950  0.151
C4 -1.433 -0.681 -0.621  -0.154
H4 -2.085 -0.485 -1.492  0.099
H5 -1.601 0.214 1.371  0.098
H6 0.128 -0.549 -2.116  0.091
H7 -2.314 1.229 0.137  0.103
H8 1.027 -1.516 -1.117  0.138
H9 2.061 -1.313 0.883  0.072
C5 0.891 0.151 -0.214  -0.419
H10 0.152 1.816 1.113  0.103
H11 -0.187 2.060 -0.604  0.101
H12 0.935 -0.410 1.938  0.075
C6 0.085 -0.802 -1.056  -0.195

Results
HOMO level = -9.5 eV
SMILES = CC1CCCC1
frontier orbital gap = 10.612 eV
calculated total energy = -235.73033 Ha
relative energy (zero: lowest compared OMol25 entry of this formula, charge and spin) = 55.15 kcal per mole

(5)
C5H12S | ωB97M-V/def2-TZVPD

Each line ends with the Löwdin charge.
Positions of all 18 atoms, in Å:
H1 -0.966 -2.811 0.073  0.042
H2 -1.379 -0.449 0.708  0.083
H3 2.103 1.601 2.272  0.082
H4 2.582 1.906 0.587  0.073
S1 -1.126 -0.387 -1.570  0.762
C1 -0.557 -0.727 0.083  -0.784
H5 -2.318 -0.994 -1.366  -0.123
H6 0.143 2.241 0.025  0.099
H7 1.269 -0.381 1.059  0.090
H8 -0.101 -2.293 1.548  0.106
C2 -0.193 -2.174 0.411  -0.130
H9 0.805 -2.496 -0.016  0.100
H10 -0.333 1.549 1.582  0.117
H11 1.281 0.136 -0.580  0.109
C3 0.465 1.555 0.804  -0.250
H12 1.780 3.133 1.522  0.051
C4 1.801 2.089 1.324  -0.122
C5 0.675 0.097 0.327  -0.302

Results
HOMO level = -9.0 eV
SMILES = CCC[C@H](C)S
frontier orbital gap = 9.922 eV
calculated total energy = -595.87798 Ha
relative energy (zero: lowest compared OMol25 entry of this formula, charge and spin) = 2.54 kcal per mole

(6)
C3H4BiLiO2 | ωB97M-V/def2-TZVPD

Each line ends with the Mulliken spin population.
Positions of all 11 atoms, in Å:
C1 -1.027 -0.306 0.879  -0.025
Li1 0.548 -0.118 -1.613  0.005
C2 1.794 0.157 -3.578  -0.001
H1 -2.374 1.027 1.727  -0.005
O1 2.406 0.274 -4.512  0.000
H2 0.538 0.682 0.828  0.011
H3 -1.667 -1.081 0.460  -0.004
Bi1 1.524 -2.312 1.387  1.161
H4 -0.690 1.163 2.425  -0.002
C3 -1.314 0.801 1.605  -0.096
O2 0.262 -0.287 0.392  -0.044

Results
HOMO level (alpha / beta) = -22.5 / -23.0 eV
net charge = +3
frontier orbital gap (alpha / beta) = 4.968 / 5.842 eV
⟨S²⟩ = 0.82
spin multiplicity = 2
calculated total energy = -487.95287 Ha

no.,maximum force (eV/Å)
1,1.74
2,3.39
3,5.30
4,3.31
5,2.19
6,4.17